[1]
The following is a quantum chemistry calculation of a molecular structure, C19H46LiN2O15P in a non-equilibrium geometry, from the OMol25 dataset.

Cartesian coordinates (Å):
1 C -5.1313 1.1294 0.6407
2 N -4.2390 0.9657 1.9221
3 C -4.8805 1.8174 2.9878
4 C -4.4106 -0.4482 2.2486
5 C -2.7925 1.3306 1.7391
6 C -1.9555 1.1060 2.8592
7 O -0.7346 1.7369 2.6235
8 H -4.7492 0.3648 -0.0670
9 H -4.7936 1.9357 0.1742
10 H -6.3534 1.0628 0.8465
11 H -4.5646 1.5248 3.7566
12 H -6.0218 1.8656 2.6359
13 H -4.5422 2.8072 2.7830
14 H -5.4966 -0.9052 2.2777
15 H -4.0407 -0.3994 3.2244
16 H -3.8024 -1.0899 1.6633
17 H -2.7499 2.4468 1.6211
18 H -2.4448 0.8656 0.6867
19 H -1.9282 -0.0402 2.9528
20 H -2.3855 1.4987 3.6600
21 H -0.0853 1.0286 2.0433
22 C 2.1985 -3.2186 5.3024
23 N 2.6904 -2.8132 3.9310
24 C 4.1858 -3.2717 4.0009
25 C 1.7950 -3.4097 2.9104
26 C 2.5980 -1.3482 3.8324
27 C 3.2284 -0.6351 2.5887
28 O 2.5471 0.5895 2.4351
29 H 2.5236 -2.7479 6.0013
30 H 2.0620 -4.4477 5.4018
31 H 1.2239 -2.8206 5.5372
32 H 4.7335 -3.1067 3.0887
33 H 4.4330 -4.2073 4.4662
34 H 4.7625 -2.6331 4.7944
35 H 1.6235 -4.4681 3.0685
36 H 2.1877 -3.0908 1.9757
37 H 0.7687 -2.9349 2.9133
38 H 3.1589 -0.9786 4.4337
39 H 1.3316 -0.9776 3.7754
40 H 3.1319 -1.3054 1.5929
41 H 4.1412 -0.5459 2.5357
42 H 1.5447 0.5944 1.9788
43 Li 1.1491 0.0068 -0.4020
44 P -0.4136 -1.1619 0.6993
45 O -0.7278 -0.3594 -0.5207
46 O 0.5021 0.0038 1.4218
47 O 0.8317 -1.8243 0.3758
48 O -1.4462 -1.7135 1.5578
49 C 1.4437 2.9870 0.0947
50 O 2.1881 3.3185 -1.0687
51 C 2.5979 2.1078 -1.7822
52 O 2.4797 0.9559 -1.3867
53 O 3.3019 2.3753 -2.8336
54 C 3.9045 1.4257 -3.5873
55 H 2.1204 2.5529 0.7846
56 H 0.4681 2.6670 -0.1947
57 H 1.1707 4.0633 0.4811
58 H 3.4980 0.6057 -4.0676
59 H 4.6635 1.0058 -2.9004
60 H 4.3102 1.8451 -4.3313
61 C -4.1959 4.9907 -3.8166
62 O -2.8523 4.4581 -3.9091
63 C -2.5368 3.3236 -3.1788
64 O -3.4767 2.7935 -2.4146
65 O -1.4159 2.7771 -3.4330
66 C -1.0143 1.5461 -2.7295
67 H -4.7606 5.1701 -2.8322
68 H -4.7610 4.4338 -4.3620
69 H -4.0968 5.8564 -4.3035
70 H -1.3834 1.5496 -1.6297
71 H 0.1192 1.4520 -2.6588
72 H -1.3594 0.8122 -3.1246
73 C 2.4471 -3.3942 -7.4297
74 O 2.6580 -3.1773 -6.1415
75 C 1.8196 -2.7405 -5.2570
76 O 0.5990 -2.7404 -5.6215
77 O 2.1408 -2.3772 -4.0640
78 C 1.2510 -2.1100 -2.9915
79 H 3.2758 -3.6282 -8.0592
80 H 1.9494 -2.3964 -8.0474
81 H 1.6136 -4.0609 -7.5325
82 H 0.5464 -1.2075 -3.6444
83 H 1.9702 -1.8772 -2.1235
84 H 0.6534 -3.1413 -2.8788

Cartesian forces, eV/Å:
C -1.287 -3.704 1.628
N -3.477 0.285 -2.083
C -6.181 4.077 -13.528
C -1.938 -1.092 1.115
C -1.221 1.741 -5.935
C 3.606 -4.338 -1.343
O 0.182 -0.045 0.089
H -0.723 -0.126 0.615
H 0.676 4.287 -1.764
H 3.705 0.142 -0.402
H 3.529 -4.262 11.876
H 2.363 -0.499 2.057
H 0.358 0.835 0.062
H 1.887 1.650 -0.250
H 0.529 -1.326 1.785
H 0.861 -0.336 -0.728
H -0.496 -0.765 -0.439
H -0.442 0.657 2.509
H 0.730 1.335 0.386
H -1.824 1.750 4.077
H -1.053 -0.272 0.129
C -5.887 -7.786 -7.526
N 0.692 -1.569 2.648
C 0.879 2.438 1.312
C -1.243 0.319 -0.206
C -8.513 -1.557 -8.752
C -11.626 -2.255 -3.726
O 1.482 0.789 0.570
H 6.237 4.861 8.195
H 0.906 3.505 -0.188
H -1.363 -0.183 -1.402
H -0.332 -0.131 -0.583
H -1.065 -1.074 -0.490
H -1.555 -0.302 -1.460
H 0.593 -0.199 -0.126
H 0.151 -0.380 -1.101
H 1.197 -0.141 0.419
H 5.692 4.374 8.770
H 4.157 -1.218 0.470
H -0.617 0.956 1.790
H 9.630 1.554 0.908
H 1.595 -2.219 0.508
Li -0.099 -0.350 0.279
P 1.619 3.412 0.333
O -2.706 1.366 -2.748
O -1.365 3.228 2.455
O 4.277 -6.105 -2.024
O -2.325 -1.264 1.615
C -0.678 4.564 0.348
O 1.596 -3.628 -3.553
C 0.001 0.844 2.577
O -0.761 1.206 0.028
O -2.496 3.520 0.150
C 1.255 -3.930 5.552
H -0.242 -1.183 0.910
H -0.418 -1.481 0.315
H 0.716 -1.937 -0.309
H -2.681 -1.746 -0.034
H 0.152 -0.180 -0.732
H 3.558 3.945 -5.287
C 2.201 0.310 5.104
O 1.459 -1.425 1.665
C -7.306 -1.446 2.652
O 4.196 2.355 -2.831
O 1.873 0.084 -0.517
C 4.380 8.710 7.572
H 1.734 -0.573 -0.931
H -3.687 -3.827 -3.257
H 0.365 3.629 -1.626
H 0.555 0.134 -1.990
H -1.538 0.662 -0.565
H -4.371 -8.699 -5.139
C -4.427 3.027 -4.577
O 5.337 0.752 3.975
C -8.235 -0.177 -1.905
O 2.468 0.370 1.127
O 4.741 -0.841 -0.925
C -2.646 0.184 -2.033
H 1.009 -0.483 0.535
H 1.375 -2.218 1.934
H -0.202 -0.855 -0.380
H 1.516 -2.494 3.265
H -1.886 -0.022 -1.250
H 0.892 2.787 0.337

The value obtained for the HOMO energy is -6.3 eV. The molecular weight comes out at 580.49 g mol⁻¹. The charge is 0. The calculation puts the energy relative to the best compared isomer or geometry (same formula, charge and spin) at 156.7 kcal/mol. Its orbital gap is 6.51 eV.

---

[2]
The following is a quantum chemistry calculation of 4 unconnected molecules or ions with the total composition C19H46N5O8, from the OMol25 dataset.

Cartesian coordinates (Å):
1 C 2.0046 0.6618 -1.0289
2 C 1.3202 -0.0855 -2.1626
3 O 0.3632 0.7606 -2.8253
4 C 0.6000 -1.3135 -1.6370
5 N 0.2838 -2.2566 -2.6893
6 C -0.2853 -3.5081 -2.2394
7 C -1.5305 -3.3318 -1.3720
8 O -2.3780 -2.4365 -2.1064
9 N -3.4897 -2.0516 -1.3895
10 C -3.9843 -0.8773 -1.7201
11 N -5.0875 -0.3083 -1.2083
12 C -5.1906 0.8368 -1.8412
13 N -4.2149 1.0234 -2.7190
14 N -3.4219 -0.0882 -2.6466
15 H 1.2545 0.8798 -0.2645
16 H 2.7401 0.0073 -0.5646
17 H 2.4766 1.5755 -1.3719
18 H 2.0479 -0.3835 -2.9139
19 H -0.3888 0.8365 -2.2282
20 H 1.2223 -1.8286 -0.9027
21 H -0.2874 -0.9310 -1.0980
22 H -0.2812 -1.8478 -3.4184
23 H 0.4487 -4.0800 -1.6730
24 H -0.5908 -4.0736 -3.1195
25 H -2.0397 -4.2812 -1.1956
26 H -1.2746 -2.8956 -0.4039
27 H -3.9328 -2.6521 -0.7102
28 H -5.9907 1.5366 -1.6507
29 H -4.0483 1.8098 -3.3261
30 H -2.6044 -0.2457 -3.2163
31 C 4.0066 -5.3436 3.5263
32 O 4.0191 -6.1702 2.3764
33 C 2.7438 -6.3667 1.7974
34 C 2.5557 -5.5122 0.5650
35 O 2.5295 -4.1239 0.8729
36 C 3.7613 -3.4778 0.5838
37 H 5.0427 -5.1363 3.7855
38 H 3.4895 -4.3991 3.3379
39 H 3.5285 -5.8546 4.3683
40 H 1.9524 -6.1562 2.5240
41 H 2.6684 -7.4197 1.5093
42 H 1.5973 -5.7690 0.0992
43 H 3.3490 -5.7227 -0.1582
44 H 3.9060 -3.4005 -0.4999
45 H 4.6061 -4.0124 1.0218
46 H 3.7168 -2.4750 1.0073
47 C -7.1754 5.7042 0.9032
48 O -5.8010 5.8822 0.6009
49 C -5.1101 4.6844 0.3262
50 C -4.8893 4.5040 -1.1596
51 O -6.0975 4.2701 -1.8655
52 C -6.5939 5.4153 -2.5492
53 H -7.6273 6.6926 0.9371
54 H -7.6817 5.1065 0.1411
55 H -7.2992 5.2259 1.8798
56 H -5.6484 3.8219 0.7353
57 H -4.1350 4.7403 0.8208
58 H -4.2573 3.6187 -1.3179
59 H -4.3535 5.3677 -1.5626
60 H -5.9595 5.6615 -3.4059
61 H -6.6516 6.2776 -1.8835
62 H -7.5919 5.1717 -2.9059
63 C 5.0422 1.5957 4.4297
64 O 5.9999 2.0262 3.4814
65 C 6.2201 1.1033 2.4305
66 C 5.5153 1.5218 1.1611
67 O 4.1014 1.4801 1.3001
68 C 3.5209 2.7549 1.5030
69 H 4.8397 2.4370 5.0894
70 H 4.1102 1.2862 3.9491
71 H 5.4314 0.7650 5.0282
72 H 5.8949 0.1002 2.7256
73 H 7.2968 1.0674 2.2398
74 H 5.7890 0.8293 0.3582
75 H 5.8399 2.5242 0.8678
76 H 3.5646 3.3555 0.5873
77 H 4.0162 3.2987 2.3102
78 H 2.4766 2.5984 1.7704

Cartesian forces, eV/Å:
C -0.356 -0.566 -0.050
C -0.014 0.233 0.341
O -0.117 -0.211 -0.385
C 0.210 -0.074 -0.161
N 0.184 -0.154 0.107
C -0.561 0.239 -0.237
C 0.437 -0.084 0.465
O -0.341 -0.178 -0.199
N 0.090 0.178 0.229
C 0.039 -0.003 0.012
N -0.033 -0.274 0.142
C -0.489 -0.014 0.404
N -0.147 0.226 -0.054
N 0.243 0.076 -0.176
H 0.073 0.244 0.089
H 0.185 0.160 0.029
H 0.022 0.083 0.004
H -0.067 0.028 -0.172
H 0.133 0.206 0.171
H 0.034 -0.030 0.055
H -0.052 -0.093 0.142
H 0.055 0.134 -0.043
H 0.040 -0.066 0.025
H 0.234 -0.150 -0.030
H -0.089 -0.037 -0.124
H -0.091 0.163 -0.006
H 0.023 -0.206 -0.116
H 0.121 0.292 -0.237
H 0.165 -0.051 -0.115
H 0.030 0.042 -0.070
C 0.010 -0.026 -0.004
O -0.002 0.081 -0.013
C 0.110 -0.094 0.038
C -0.149 0.096 -0.039
O 0.072 -0.005 -0.065
C -0.089 0.050 -0.006
H 0.012 -0.029 0.004
H -0.010 0.002 0.009
H -0.022 0.026 0.000
H -0.016 0.013 0.002
H -0.024 0.004 -0.001
H 0.010 -0.013 0.012
H 0.011 -0.033 -0.006
H 0.063 -0.007 0.010
H 0.005 -0.005 -0.007
H -0.048 0.000 0.002
C 0.025 0.010 0.030
O -0.061 0.001 -0.077
C 0.025 0.124 0.090
C 0.044 -0.229 -0.056
O 0.059 -0.114 -0.042
C -0.050 0.021 0.004
H 0.017 0.015 0.019
H -0.009 -0.012 0.002
H -0.015 -0.025 -0.019
H -0.005 -0.019 -0.009
H 0.000 -0.030 -0.010
H 0.097 0.072 0.104
H -0.056 0.040 -0.035
H 0.014 0.021 0.021
H 0.011 0.003 0.001
H 0.005 -0.028 -0.008
C 0.029 0.010 0.003
O -0.079 0.013 -0.028
C 0.105 0.067 0.082
C -0.068 -0.115 -0.094
O 0.019 0.038 0.042
C -0.021 -0.028 0.009
H 0.027 0.005 0.012
H -0.005 -0.014 0.004
H -0.028 -0.018 -0.012
H -0.011 -0.015 -0.010
H -0.004 -0.017 -0.007
H 0.008 0.013 0.003
H 0.012 0.018 0.007
H 0.023 0.023 0.016
H 0.002 0.012 -0.003
H -0.006 -0.014 -0.016

The value obtained for the HOMO energy is -10.9 eV. The molecular weight comes out at 472.60 g mol⁻¹. The charge is +1. Its orbital gap is 8.07 eV.